Record 1
Density functional theory data (ωB97M-V/def2-TZVPD) for C28H44FeGeN3O4S3Si3 as an isolated structure.

XYZ file:
```
87
Properties=species:S:1:pos:R:3:forces:R:3
Fe -0.09079 0.32274 0.38988 -0.6 0.3 -0.2
C 1.98257 0.80413 0.95663 -0.3 0.4 -0.1
C 1.33616 1.80841 1.76648 0.1 -0.2 0.2
C 1.39924 3.02683 1.10300 -0.1 0.1 0.2
C 2.10925 2.83798 -0.10107 0.1 -0.2 -0.3
C 2.46513 1.50076 -0.20028 0.2 0.1 0.1
H 2.31718 -0.16726 1.29644 0.1 0.1 0.1
H 0.95849 1.65800 2.76748 -0.1 0.0 0.0
H 0.93690 3.94895 1.44253 0.1 -0.1 0.0
H 2.24700 3.57591 -0.88286 0.0 0.0 0.1
H 3.00727 1.06442 -1.02742 -0.1 0.0 0.0
S -2.22299 -0.12301 -0.20281 -0.2 0.0 -0.1
C -2.89967 -1.01975 1.11016 -0.1 0.0 0.0
C -4.22905 -1.54113 0.98612 0.0 0.0 0.0
N -5.29911 -1.95461 0.87521 0.1 0.0 0.0
C -2.19872 -1.18056 2.26260 0.1 0.0 0.1
S -0.60524 -0.51815 2.43164 0.3 -0.1 0.1
C -2.77767 -1.82316 3.40269 0.0 -0.1 0.1
N -3.21510 -2.32804 4.34267 0.0 0.0 -0.1
C -0.51045 3.98222 5.05680 0.0 0.0 0.0
C -1.29570 4.09696 3.77827 0.0 0.0 -0.1
C -1.92876 2.98440 3.23082 0.0 0.0 0.0
C -2.61269 3.07063 2.02894 0.0 -0.1 0.0
C -2.66435 4.28750 1.36442 -0.1 0.0 0.0
C -2.03834 5.40860 1.88906 0.0 0.1 0.0
C -1.36341 5.30936 3.09511 0.0 0.0 0.0
S -3.48651 4.37199 -0.20373 0.1 0.0 0.3
O -4.68733 3.59532 -0.10407 -0.1 0.0 0.0
O -3.54120 5.76255 -0.57817 0.0 0.0 0.0
N -2.50426 3.60870 -1.23494 0.0 -0.2 -0.2
C -1.19802 4.20488 -1.54131 0.0 0.1 0.1
C -0.53547 3.42334 -2.65916 0.0 -0.1 -0.1
C -0.01738 2.04017 -2.23153 0.0 0.2 0.4
O 0.74734 1.44516 -2.98710 -0.5 0.1 0.2
O -0.46838 1.66620 -1.08589 0.5 -0.2 -0.4
H -0.71758 3.03732 5.56061 0.0 0.0 0.0
H -0.74662 4.79809 5.74437 0.0 0.0 0.0
H 0.56331 4.01926 4.85425 0.0 0.0 0.0
H -1.86469 2.02540 3.73291 0.0 0.0 0.0
H -3.07566 2.18903 1.59675 0.0 0.1 0.0
H -2.09226 6.34563 1.34948 0.0 0.0 0.0
H -0.86798 6.18348 3.50558 0.0 0.0 0.0
H -2.42610 2.61022 -1.01149 0.0 0.2 0.0
H -0.55022 4.19646 -0.65687 0.0 0.0 0.0
H -1.37574 5.23749 -1.84204 0.0 0.0 0.0
H 0.30523 3.98087 -3.07497 0.1 0.0 0.1
H -1.24432 3.27998 -3.47975 0.0 0.0 0.0
C -0.54684 -4.25687 1.78264 0.0 0.0 0.1
Si 1.01619 -3.55636 0.99718 0.0 0.1 -0.1
C 1.87938 -5.07940 0.26326 0.0 -0.1 0.1
C 2.15328 -3.01041 2.40228 0.0 0.0 0.0
Ge 0.67672 -1.82040 -0.65383 0.3 -0.3 -0.1
Si -0.79048 -2.64497 -2.37158 0.0 0.1 0.0
C -0.00443 -4.03764 -3.39683 -0.1 0.0 -0.1
C -1.17464 -1.26109 -3.58826 0.0 0.0 0.0
C -2.41117 -3.40539 -1.77888 0.0 -0.1 0.0
Si 2.86727 -1.75578 -1.74226 -0.1 0.0 0.0
C 3.42374 -3.39274 -2.53656 0.1 0.0 0.0
C 2.97000 -0.53494 -3.17020 0.1 0.0 0.0
C 4.27884 -1.41541 -0.52744 0.0 0.0 0.0
H -0.32852 -5.25665 2.17666 0.0 0.0 0.0
H -1.38574 -4.34074 1.08920 0.0 0.0 0.0
H -0.86378 -3.63624 2.61957 -0.1 0.0 0.0
H 1.93439 -5.83571 1.05625 0.0 0.0 -0.1
H 2.89926 -4.85924 -0.05135 0.0 0.0 0.0
H 1.34365 -5.51865 -0.58319 0.0 0.1 0.0
H 2.25959 -3.82741 3.12606 0.0 0.0 0.0
H 1.73450 -2.14691 2.92217 0.0 0.0 0.0
H 3.15016 -2.74925 2.04031 0.0 0.0 0.0
H 0.79136 -3.67114 -4.04898 0.0 0.0 0.1
H -0.79183 -4.45149 -4.03955 0.1 0.0 0.0
H 0.39533 -4.85412 -2.78893 0.0 0.1 0.0
H -0.33433 -1.09914 -4.27044 0.0 0.0 0.1
H -1.35166 -0.31604 -3.06973 0.0 -0.1 0.0
H -2.06265 -1.50907 -4.17992 0.0 0.0 0.0
H -2.26793 -4.15770 -0.99906 0.0 0.0 0.0
H -2.88123 -3.90359 -2.63533 0.0 0.0 0.0
H -3.10172 -2.65238 -1.40351 0.0 0.0 0.0
H 2.76797 -3.73558 -3.33733 0.0 0.0 0.0
H 3.55638 -4.21343 -1.83387 0.0 0.0 0.0
H 4.40350 -3.17592 -2.98245 0.0 0.0 0.0
H 2.86102 -1.07557 -4.11736 0.0 0.0 0.0
H 3.95305 -0.04965 -3.18022 0.0 0.0 0.0
H 2.20061 0.23847 -3.12284 0.2 -0.2 0.0
H 4.30222 -2.16019 0.27230 0.0 0.0 0.0
H 4.23463 -0.42560 -0.06927 0.0 -0.1 0.0
H 5.22057 -1.49934 -1.08411 0.0 0.0 0.0
```
Positions in Å, forces in eV/Å.

Computed properties:
Spin multiplicity: 2
Net charge: -2
HOMO (alpha / beta), Ha: -0.0764 / -0.0835
HOMO-LUMO gap (alpha / beta), eV: 6.2 / 6.6
ΔE to the lowest compared entry with this formula, charge and spin, eV: 0.455
E_tot, eV: -189457.4691
Lowest unoccupied orbital energy (alpha / beta), eV: 4.1168 / 4.3320
Molecular weight, g/mol: 795.591

---

Record 2
Density functional theory data (ωB97M-V/def2-TZVPD) for a 2-piece molecular cluster, C28H45ClF4NO4S2Si overall at a distorted geometry.

XYZ file:
```
86
Properties=species:S:1:pos:R:3:forces:R:3
C -4.83782 -1.07311 -3.00421 0.1 0.0 -0.3
C -3.76672 -0.17095 -3.79093 0.3 0.1 1.3
C -3.59818 1.31477 -3.15880 -1.0 -0.4 -1.4
O -2.68808 1.34973 -2.02941 0.3 0.3 -0.1
C -1.80569 2.47484 -2.11311 -0.7 1.3 -0.2
C -0.97663 2.77309 -0.74871 0.8 -0.3 -1.8
Cl -0.15195 4.39962 -1.21936 -0.8 -0.8 0.5
C -1.87996 3.13608 0.50059 0.3 3.3 -2.0
N -2.09738 2.13007 1.58566 -0.6 0.1 1.3
C -3.54885 1.94102 1.85080 -4.0 1.2 2.3
F -4.01729 3.24760 2.26375 1.4 -2.6 -0.9
F -3.86346 1.11468 2.95848 1.8 1.8 -2.7
C -4.50567 1.49692 0.65845 -3.4 -1.0 -0.7
F -5.12883 2.59158 -0.03735 2.2 -2.2 1.7
F -5.62744 0.82835 1.28094 2.5 1.5 -1.1
C -1.21278 0.89011 1.59975 3.1 -1.5 1.0
S -0.79238 0.56892 3.43153 -0.8 0.0 0.1
C -1.84293 -0.43649 0.99141 -1.3 -0.7 -0.9
C -1.04985 -1.80851 1.02959 2.7 -4.5 -0.4
C -0.61645 -2.59859 2.31070 0.5 -1.1 -2.5
C 0.13592 -3.96171 2.27714 -0.9 1.1 -3.4
C 0.49233 -4.67742 0.93562 -2.4 4.4 0.3
C 0.06196 -3.93478 -0.36499 -0.4 0.5 2.1
C 0.39357 -4.57467 -1.82146 -0.3 1.7 0.6
C -0.68510 -2.57080 -0.31181 0.6 -0.9 2.6
C 0.24523 1.33908 1.04204 0.2 0.6 -0.2
C 1.46767 0.39636 1.43563 1.8 0.1 -0.1
C 2.51536 1.07554 2.48998 -0.4 -1.3 0.2
O 2.53919 0.23919 3.69810 1.2 1.6 -0.3
Si 3.78666 0.73974 4.80518 -0.6 -0.7 1.2
C 5.18801 -0.56960 4.88339 0.5 -0.2 0.2
C 2.95634 0.73408 6.56160 0.2 0.7 -0.4
C 4.41063 2.53282 4.50168 -0.2 -0.1 -0.7
C 0.26509 1.77587 -0.50557 0.8 1.0 0.7
S 0.38125 0.38094 -1.70349 0.2 -0.4 -0.2
H -4.71880 -0.98470 -1.87184 0.0 -0.1 -1.4
H -5.91900 -0.75878 -3.24795 1.7 -0.6 0.3
H -4.65155 -2.17689 -3.28125 -0.6 1.7 0.4
H -4.03787 -0.10590 -4.90353 0.5 0.0 1.7
H -2.73991 -0.67311 -3.65719 -1.4 0.8 -0.5
H -4.61799 1.72066 -2.82010 1.4 -0.5 -0.5
H -3.19907 1.98118 -3.99510 -0.5 -0.7 1.2
H -2.45531 3.41660 -2.30488 1.0 -1.3 0.4
H -1.12263 2.38868 -3.03076 -0.6 0.0 1.6
H -2.85258 3.58591 0.05919 1.3 -1.2 1.0
H -1.39041 4.07001 0.98192 -0.7 -1.8 -0.6
H -1.78741 2.61734 2.46475 -0.4 -0.5 -0.8
H -4.09810 0.72845 -0.07338 -0.2 1.5 0.8
H -0.45534 1.80289 3.97878 -0.2 -0.6 -1.1
H -2.09263 -0.22260 -0.12238 0.6 -0.3 1.6
H -2.87599 -0.67445 1.46412 1.7 0.7 -0.4
H -0.85776 -2.18267 3.33898 0.4 -0.6 -1.5
H 0.40971 -4.48235 3.24799 -0.5 1.0 -1.4
H 1.01505 -5.68508 0.90629 -0.8 1.6 0.0
H 0.32929 -3.68518 -2.55389 0.0 -1.7 1.1
H -0.36499 -5.36567 -2.13308 1.2 0.9 0.6
H 1.48154 -4.92271 -1.86458 -1.7 0.2 0.2
H -0.98749 -2.11111 -1.32050 0.5 -0.7 1.8
H 0.46784 2.32513 1.61986 -0.5 -1.3 -1.0
H 1.22946 -0.61854 1.87664 -0.1 1.3 -0.7
H 2.12019 0.19245 0.50154 -1.4 0.3 1.3
H 2.19714 2.11651 2.83061 0.5 -1.0 -0.9
H 3.58250 1.03206 2.06169 -1.7 0.5 0.3
H 5.95234 -0.44839 4.04452 -1.0 -0.4 1.0
H 5.76049 -0.43733 5.87312 -0.8 -0.1 -1.4
H 4.74445 -1.62855 4.89260 0.7 1.5 -0.2
H 2.41241 -0.25805 6.69723 0.7 1.4 0.2
H 3.79926 0.90585 7.32580 -1.4 -0.5 -0.9
H 2.24758 1.64533 6.62790 0.9 -1.6 0.0
H 3.51035 3.22789 4.59924 1.3 -0.7 0.0
H 5.18548 2.76446 5.30718 -1.0 -0.1 -1.2
H 4.84203 2.64215 3.43865 -0.4 0.1 1.8
H 1.26119 2.35141 -0.62886 -1.9 -0.8 0.3
H 1.25506 0.73147 -2.73517 -0.6 0.5 1.3
O 2.12823 -2.45728 -3.05895 -0.3 0.3 -0.8
C 2.11659 -2.10188 -4.21074 0.4 -0.4 0.8
O 1.24918 -2.57759 -5.14373 0.1 0.1 0.6
C 1.58100 -2.02901 -6.42534 -0.1 0.0 -0.6
C 2.35937 -0.76853 -6.12862 0.2 0.5 -0.3
C 3.06885 -1.11947 -4.83767 -0.2 0.4 -0.3
H 2.17443 -2.76437 -6.97618 0.0 0.0 0.1
H 0.66681 -1.82293 -6.98441 0.0 -0.2 0.2
H 3.03409 -0.47920 -6.93577 -0.1 -0.1 0.0
H 1.66773 0.06211 -5.95336 0.0 -0.1 -0.1
H 4.02449 -1.61643 -5.01992 0.0 0.0 0.2
H 3.20491 -0.24417 -4.20228 0.2 -0.3 0.1
```
Positions in Å, forces in eV/Å.

Computed properties:
Net charge: +1
HOMO, Ha: -0.3925
HOMO-LUMO gap, eV: 7.6
E_tot, eV: -92372.7815
Lowest unoccupied orbital energy, eV: -3.0570
Molecular weight, g/mol: 663.336